DFT (ωB97M-V with the def2-TZVPD basis set) results for a cluster of 8 separate species, CH18N2O8 in total in a non-equilibrium geometry.

Geometry as XYZ:
```
29
Properties=species:S:1:pos:R:3:mulliken_charge:R:1
N -0.9102 0.1008 -2.1892 -0.244
C -1.0440 1.4145 -2.0505 0.679
N 0.1462 2.1414 -2.4456 -0.448
O -1.9750 1.9749 -1.5331 -0.685
H -0.1945 -0.3165 -2.6663 0.155
H -1.7325 -0.4147 -1.8445 0.141
H 0.9233 1.5624 -2.7246 0.188
H -0.1578 3.0166 -2.8494 0.243
O -3.1218 -0.3126 -0.0905 -0.699
H -3.0379 0.3265 -0.8324 0.298
H -2.2870 -0.0139 0.3624 0.434
O 1.5289 2.4329 1.5984 -0.528
H 2.3705 2.3803 2.1550 0.292
H 1.1993 3.2281 1.7590 0.241
O -1.0594 1.2056 1.1232 -0.692
H -0.1818 1.3425 0.7880 0.283
H -1.4067 2.0229 0.6273 0.346
O 2.1950 -0.3582 2.5899 -0.668
H 1.4999 -0.8943 2.1724 0.353
H 1.7611 0.2059 3.2744 0.299
O 3.6339 -0.8294 0.2120 -0.657
H 4.0821 -1.5084 0.7140 0.311
H 3.1876 -0.2877 0.8997 0.358
O -0.0492 -2.6545 1.7890 -0.646
H -0.1973 -3.4174 1.1347 0.323
H -0.8341 -2.1488 1.7184 0.316
O -1.0809 -3.3095 -1.0968 -0.654
H -1.9135 -2.7667 -0.9800 0.347
H -1.3439 -4.1228 -1.6150 0.315
```

## Properties
- HOMO energy: -10.537 eV
- LUMO energy: 0.318 eV
- Largest force on an atom: 6.85 eV/Å
- Energy: -20689.85025 eV
- Structure (SMILES): NC(N)=O.O.O.O.O.O.O.O
- HOMO-LUMO gap: 10.85 eV

---

DFT (ωB97M-V with the def2-TZVPD basis set) results for a cluster of 8 separate species, CH18O8 in total in a non-equilibrium geometry.

Geometry as XYZ:
```
27
Properties=species:S:1:pos:R:3:mulliken_charge:R:1
O -1.2620 -0.3000 0.0360 -0.222
H -0.4116 -0.0737 -0.4789 0.326
H -1.7296 0.4953 0.3636 0.413
H -1.1391 -1.0076 0.7010 0.441
C 0.8784 1.9856 -1.2843 -0.795
O 0.7167 0.6259 -1.5764 -0.771
H 1.9369 2.2678 -1.1975 0.258
H 0.4219 2.5685 -2.0945 0.245
H 0.3706 2.3127 -0.3613 0.208
O 0.7223 -1.5748 -3.7861 -0.644
H 0.6544 -0.9691 -3.0286 0.392
H 1.0490 -2.3986 -3.4142 0.279
O 2.0338 1.7141 1.6835 -0.672
H 1.6006 1.3106 0.9221 0.325
H 2.4610 2.4981 1.3254 0.331
O 1.5082 -1.5204 0.4784 -0.598
H 1.4900 -1.7727 -0.4504 0.288
H 2.0484 -0.7231 0.4980 0.295
O -0.7275 -0.9111 2.7222 -0.658
H -0.3023 -0.0622 2.5518 0.292
H -0.5103 -1.1184 3.6359 0.290
O -2.2881 2.0223 1.2823 -0.621
H -1.7735 2.3626 2.0226 0.295
H -2.8942 2.7351 1.0553 0.288
O -1.5059 -3.1675 -0.3407 -0.548
H -1.0155 -3.6477 -1.0154 0.294
H -2.3325 -3.6518 -0.2500 0.269
```

## Properties
- HOMO energy: -7.566 eV
- LUMO energy: -0.121 eV
- Largest force on an atom: 2.42 eV/Å
- Energy: -17707.06089 eV
- HOMO-LUMO gap: 7.44 eV

---

DFT (ωB97M-V with the def2-TZVPD basis set) results for a cluster of 10 separate species, CH19O12 in total in a non-equilibrium geometry.

Geometry as XYZ:
```
32
Properties=species:S:1:pos:R:3:mulliken_charge:R:1
C -0.2829 0.8394 -0.2558 0.368
O 0.8531 0.7484 -0.7098 -0.853
O -1.0589 1.8154 -0.6988 -0.536
O -0.6599 0.1354 0.7052 -0.517
H -1.8479 1.9164 -0.1738 0.308
O -0.6869 1.3884 -3.4918 -0.635
H -0.8469 1.5844 -2.6028 0.351
H -1.5449 1.0544 -3.8158 0.300
O 0.6911 -3.0466 1.4742 -0.743
H 0.1861 -3.4796 2.2172 0.309
H 0.9231 -2.1456 1.7242 0.473
O 1.0081 -0.5196 2.4562 -0.735
H 0.3111 -0.4036 1.7632 0.344
H 0.4861 -0.5406 3.2932 0.295
O 2.6811 0.8164 -2.4938 -0.626
H 3.5681 0.9714 -2.1888 0.302
H 2.2191 0.7244 -1.6458 0.528
O -1.7829 -2.1686 0.5812 -0.710
H -1.4549 -1.2956 0.6432 0.512
H -1.0549 -2.5416 1.0792 0.327
O 2.3141 2.9434 0.1942 -0.713
H 1.5941 2.3124 -0.0598 0.380
H 2.4261 3.0234 1.1292 0.281
O 2.3691 -1.3676 -0.3248 -0.617
H 1.8171 -0.6596 -0.1158 0.335
H 3.2131 -0.9326 -0.2648 0.257
O -3.0029 0.5004 2.4592 -0.669
H -2.4009 0.4744 1.7472 0.354
H -2.4979 -0.0206 3.0722 0.295
O -2.5209 -0.7776 -2.2868 -0.644
H -3.2739 -0.7116 -1.6708 0.330
H -1.7419 -0.6386 -1.7378 0.348
```

## Properties
- HOMO energy: -7.024 eV
- LUMO energy: 2.697 eV
- Largest force on an atom: 2.84 eV/Å
- Energy: -25918.31256 eV
- HOMO-LUMO gap: 9.72 eV
- Net charge: -1

---

DFT (ωB97M-V with the def2-TZVPD basis set) results for a cluster of 8 separate species, CH20N2O7 in total in a non-equilibrium geometry.

Geometry as XYZ:
```
30
Properties=species:S:1:pos:R:3:mulliken_charge:R:1
N -0.9923 0.6554 1.0663 -0.379
C -0.5018 1.9196 1.7177 -0.559
N 0.8766 2.3862 1.4295 -0.490
H -0.8020 0.6854 0.0289 0.262
H -0.7269 -0.1574 1.4737 0.167
H -1.1742 2.7565 1.1401 0.242
H -0.7128 1.9463 2.8756 0.328
H 1.6244 2.2846 2.0854 0.266
H 1.2213 2.1306 0.4756 0.183
O 3.2023 -0.0232 -0.0600 -0.589
H 2.8764 -0.4763 0.6069 0.381
H 4.0797 0.2330 0.1154 0.243
O 1.7242 -1.0883 1.9706 -0.813
H 0.9192 -1.3454 1.2693 0.384
H 1.5421 -0.0890 2.0370 0.320
O -3.5032 0.2164 -0.4675 -0.750
H -3.0314 -0.6034 -0.1831 0.358
H -3.1334 0.8056 0.1523 0.358
O -0.8130 -2.1017 0.6402 -0.764
H -0.3300 -1.9487 -0.2234 0.445
H -1.0566 -3.0836 0.4701 0.331
O 0.2924 -2.1443 -1.7348 -0.805
H 0.6751 -1.2219 -1.7059 0.462
H -0.5617 -2.0017 -2.4037 0.419
O -1.7129 -0.5574 -2.6015 -0.573
H -2.1532 -0.2164 -1.8329 0.350
H -2.0436 -0.1053 -3.3002 0.246
O 1.1132 0.3410 -1.5363 -0.595
H 1.1913 0.3780 -2.4412 0.271
H 1.9110 0.4255 -1.0639 0.301
```

## Properties
- HOMO energy: -9.223 eV
- LUMO energy: 0.380 eV
- Largest force on an atom: 7.21 eV/Å
- Energy: -18672.92581 eV
- Structure (SMILES): NCN.O.O.O.O.O.O.O
- HOMO-LUMO gap: 9.60 eV

---

DFT (ωB97M-V with the def2-TZVPD basis set) results for a cluster of 9 separate species, CH21N2O8 in total in a non-equilibrium geometry.

Geometry as XYZ:
```
32
Properties=species:S:1:pos:R:3:mulliken_charge:R:1
N 0.1469 1.5793 1.4166 -0.159
C 0.7175 0.7155 0.5973 -0.078
N 0.2651 0.3818 -0.5790 0.011
H -0.4286 2.3227 1.0459 0.237
H 0.5817 1.5919 2.3296 0.291
H 1.6336 0.2209 0.9028 0.365
H 0.8818 -0.2092 -1.1363 0.276
H -0.6635 0.5560 -0.9379 0.224
H -3.1947 0.7990 0.3697 0.323
H -3.7376 -0.1570 1.4798 0.325
O -3.2878 -0.1313 0.6215 -0.669
H 0.3828 2.7627 -3.5580 0.322
H 0.9942 1.8525 -2.4482 0.314
O 0.4869 2.6699 -2.5877 -0.677
H -0.9139 3.0400 -1.4421 0.338
H -1.6597 3.8146 -0.3658 0.311
O -1.2970 2.9208 -0.5459 -0.669
H 0.8824 -1.0204 3.3177 0.312
H 0.1441 0.1329 3.9654 0.329
O 0.9668 -0.1003 3.5524 -0.659
H -0.4825 -3.1532 0.4896 0.356
H -0.1243 -3.9674 -0.8667 0.263
O 0.0878 -3.2292 -0.3084 -0.645
H 1.4252 -2.1520 -0.4429 0.433
H 3.0782 -1.7359 -0.2393 0.272
O 2.1941 -1.5468 -0.5705 -0.706
H 2.4325 -0.9010 -2.5096 0.295
H 2.1012 -0.4524 -3.8786 0.305
O 1.7979 -0.3231 -2.9711 -0.658
H -2.2423 -2.5687 2.1474 0.313
H -1.7655 -1.4675 1.3497 0.362
O -1.4030 -2.2452 1.8027 -0.654
```

## Properties
- HOMO energy: -14.183 eV
- LUMO energy: -2.561 eV
- Largest force on an atom: 1.41 eV/Å
- Energy: -20733.75715 eV
- HOMO-LUMO gap: 11.62 eV
- Net charge: +1

---

DFT (ωB97M-V with the def2-TZVPD basis set) results for a cluster of 10 separate species, CH21O10 in total in a non-equilibrium geometry.

Geometry as XYZ:
```
32
Properties=species:S:1:pos:R:3:mulliken_charge:R:1
C 0.0389 -0.7784 0.7201 -1.163
O -0.2971 0.5596 0.5181 -0.315
H 0.4779 -1.3674 -0.1569 -0.128
H -0.7701 -1.3864 1.0421 0.541
H 0.7469 -0.8724 1.4871 0.553
O 0.4939 0.8996 -1.8759 -0.744
H 0.0339 1.7086 -2.0509 0.292
H 0.1249 0.6326 -1.0399 0.350
O 3.1329 -1.1214 -0.1359 -0.702
H 2.6019 -1.1804 -0.9409 0.428
H 2.5579 -1.3764 0.5921 0.340
O -0.4631 3.1686 0.7791 -0.651
H 0.2849 3.7276 0.4601 0.289
H -0.2831 2.2916 0.5251 0.328
O -1.1041 1.1966 3.1501 -0.697
H -0.5961 0.7796 3.8201 0.296
H -0.7991 0.8476 2.3231 0.336
O 1.8699 -1.6374 -2.4789 -0.775
H 1.4769 -0.7354 -2.4759 0.410
H 2.6869 -1.5134 -3.0249 0.307
O -0.6841 -2.5634 -2.1599 -0.653
H -1.1541 -2.3414 -1.3679 0.398
H 0.2229 -2.3764 -2.0439 0.376
O -2.7661 -1.4304 -0.6079 -0.760
H -2.7191 -0.8994 -1.4039 0.354
H -2.2061 -0.9794 0.0211 0.206
O -3.0191 1.3376 0.5511 -0.641
H -3.3231 1.0676 1.3941 0.292
H -2.1081 1.0266 0.4411 0.209
O 2.0599 1.1916 1.6141 -0.676
H 2.2319 1.4566 0.7311 0.306
H 1.2509 0.6666 1.5951 0.294
```

## Properties
- HOMO energy: -6.052 eV
- LUMO energy: 3.028 eV
- Largest force on an atom: 3.56 eV/Å
- Energy: -21854.26909 eV
- HOMO-LUMO gap: 9.08 eV
- Net charge: -1

---

DFT (ωB97M-V with the def2-TZVPD basis set) results for a structure of composition CH22F3LiO22P2SZr in a non-equilibrium geometry.

Geometry as XYZ:
```
53
Properties=species:S:1:pos:R:3:mulliken_charge:R:1
Li -0.2336 -0.6602 -3.1113 0.804
Zr -1.5160 -0.3164 0.4512 0.607
C 0.3071 -3.3868 3.9177 0.583
F 1.5641 -3.6448 4.2545 -0.214
F -0.5657 -4.3233 4.2510 -0.222
F -0.0931 -2.2762 4.5497 -0.229
S 0.2618 -3.1259 2.0209 1.039
O 1.5832 -2.7059 1.6227 -0.686
O -0.1393 -4.3580 1.3923 -0.678
O -0.7282 -2.0620 1.7552 -0.495
P -2.7925 -2.3754 -3.5578 0.657
O -3.4626 -1.6158 -4.7536 -0.826
O -3.8770 -2.0851 -2.4175 -0.652
O -1.3083 -2.1918 -3.1691 -0.778
O -3.2840 -3.8120 -3.9530 -0.924
P 0.4948 0.9336 -0.5804 0.055
O -0.6678 1.6647 0.1633 -0.637
O 1.6704 1.5424 -1.2436 -0.367
O -0.5052 -0.0161 -1.3375 -0.093
O 0.5683 -0.0516 0.5632 0.838
O -1.2938 0.3243 2.6492 -0.392
H -1.9320 0.8849 3.1023 0.245
H -0.5703 0.2020 3.2774 0.221
O 0.4239 2.6824 2.4823 -0.747
H 0.9460 1.9284 2.7894 0.312
H 0.0747 2.3999 1.6097 0.408
O -3.1387 -0.3018 -1.1080 -0.520
H -3.7369 0.4055 -1.3648 0.105
H -3.4966 -1.2020 -1.6877 0.405
O -3.1273 1.3445 1.0472 -0.363
H -2.7953 2.2552 1.1003 0.229
H -3.9988 1.3670 1.4611 0.223
O 4.1728 1.1709 -1.9154 -0.672
H 4.4654 1.8400 -1.2903 0.270
H 3.2068 1.3017 -1.9799 0.483
O 2.7979 3.7148 -0.3289 -0.649
H 2.5759 2.8610 -0.7626 0.254
H 3.0280 3.4750 0.5751 0.326
O -1.4833 -2.2988 -0.5974 -0.198
H -1.3155 -2.3380 -1.6082 0.277
H -1.4499 -3.2165 -0.2984 0.200
O 1.2929 2.5461 -3.6589 -0.653
H 1.4510 2.0848 -2.8100 0.412
H 1.0181 3.4316 -3.4035 0.300
O -0.4654 4.2102 -0.6459 -0.747
H 0.4905 4.3415 -0.7033 0.331
H -0.5694 3.2678 -0.3905 0.399
O 3.3243 -1.6110 -0.7452 -0.718
H 2.5713 -1.3763 -0.1892 0.299
H 3.2878 -0.9925 -1.4820 0.286
O 2.4017 0.3365 2.2928 -0.735
H 1.8784 0.4114 1.4588 0.297
H 2.6894 -0.5841 2.3067 0.326
```

## Properties
- HOMO energy: 0.609 eV
- LUMO energy: 2.613 eV
- Largest force on an atom: 10.26 eV/Å
- Energy: -85502.68755 eV
- HOMO-LUMO gap: 2.00 eV
- Net charge: -2